DFT (ωB97M-V with the def2-TZVPD basis set) results for a single C4H6N2O molecule at a distorted geometry.

The geometry in XYZ format:
```
13
Properties=species:S:1:pos:R:3:forces:R:3
C 0.197 0.944 0.687 3.72 0.33 -2.42
C 0.164 0.313 -0.671 2.53 2.82 -2.44
C -0.618 -1.479 0.460 1.17 1.92 1.08
C 0.548 -0.547 0.541 0.34 0.29 0.52
H 1.695 2.593 0.020 -0.94 -1.66 0.79
H 2.338 0.914 0.200 -2.76 3.54 1.71
H -0.633 1.406 1.118 -0.97 0.46 1.06
H 0.758 1.074 -1.518 -1.63 -3.18 2.30
H -0.929 -2.217 1.091 -0.25 -1.84 1.89
H 1.519 -0.840 0.963 -0.43 -0.10 -0.50
N 1.589 1.750 0.662 1.07 -3.49 -1.08
N -1.446 -1.149 -0.426 -2.36 -4.34 1.62
O -0.938 -0.315 -1.204 0.51 5.24 -4.52
```
Forces are in eV/Å.

Summary:
E_tot: -9267.2386 eV
ΔE to the lowest compared entry with this formula, charge and spin: 604.31 kJ/mol
Net charge: 0
2S+1: 1
F_max: 6.94 eV Å⁻¹
Frontier orbital gap: 10.0 eV


DFT (ωB97M-V with the def2-TZVPD basis set) results for C16H34HfP2 as an isolated structure at a distorted geometry.

The geometry in XYZ format:
```
53
Properties=species:S:1:pos:R:3:forces:R:3
P 2.276 0.128 -0.332 1.57 0.51 0.55
P -0.810 1.019 -1.940 -1.84 0.30 -1.45
C 2.060 0.778 -2.093 -0.91 -0.14 -0.41
C 0.859 1.694 -2.345 0.65 -0.01 0.55
H 2.090 -0.021 -2.852 -0.17 -0.09 0.59
H 2.973 1.363 -2.304 -0.17 -0.26 0.52
H 1.012 2.691 -1.895 -0.26 -0.49 0.10
H 0.777 1.891 -3.434 -0.14 -0.20 0.50
C -1.092 -0.132 -3.287 0.06 0.08 -0.31
H -2.083 -0.593 -3.198 0.28 0.08 -0.06
H -0.316 -0.909 -3.331 -0.29 0.21 -0.07
H -1.054 0.503 -4.178 -0.01 -0.46 -0.18
C -1.755 2.510 -2.345 0.01 0.03 -0.08
H -1.614 2.629 -3.425 -0.14 0.35 0.17
H -1.350 3.386 -1.816 -0.19 -0.25 -0.20
H -2.824 2.404 -2.132 0.26 0.02 -0.06
C 3.774 -0.801 -0.702 0.25 -0.31 0.22
H 4.186 -1.249 0.202 0.06 -0.05 -0.06
H 4.495 -0.082 -1.100 0.01 -0.12 0.04
H 3.625 -1.576 -1.462 -0.13 0.08 0.22
C 2.842 1.662 0.417 0.33 0.01 0.05
H 2.121 2.481 0.293 0.25 -0.27 0.20
H 3.754 1.907 -0.138 -0.02 0.23 0.39
H 3.056 1.472 1.474 0.04 0.34 -0.18
Hf -1.511 -1.255 2.154 -0.88 -0.12 0.30
C -1.853 0.260 -0.594 0.09 -0.83 2.33
C -1.590 -1.255 -0.191 -0.21 1.02 -0.47
C -0.146 -1.653 -0.534 0.10 -0.69 -1.01
C 0.754 -2.051 0.673 0.60 -0.61 -1.16
C 1.432 -0.805 1.232 -1.49 0.20 0.40
C 0.341 0.012 1.995 0.46 0.28 -0.39
C -0.242 1.159 1.153 0.62 1.02 0.48
C -1.707 1.103 0.692 -0.54 0.66 -0.28
C -0.933 -2.730 3.612 0.12 -0.76 0.20
H -2.889 0.384 -0.997 0.84 0.01 0.00
H -2.411 -1.840 -0.642 0.82 -0.14 -0.16
H 0.355 -0.770 -1.053 -0.38 -0.82 0.58
H -0.085 -2.418 -1.341 -0.17 0.10 0.72
H 0.165 -2.657 1.421 0.74 0.48 -0.34
H 1.522 -2.763 0.353 -0.15 -0.10 -0.11
H 2.313 -0.999 1.885 -0.35 0.03 -0.63
H 0.632 0.318 3.016 0.34 0.23 -0.70
H 0.378 1.263 0.237 -0.44 -0.06 0.13
H -0.030 2.119 1.657 -0.46 -0.28 -0.01
H -2.421 0.694 1.479 0.44 0.86 -0.74
H -2.046 2.139 0.504 -0.03 -0.41 0.31
H -1.618 -2.707 4.478 0.18 0.05 -0.31
H 0.068 -2.489 3.997 0.05 -0.15 -0.03
H -0.921 -3.766 3.256 0.16 -0.11 0.17
C -3.377 -0.688 3.205 -0.17 0.37 0.16
H -4.266 -0.676 2.542 0.26 0.10 0.25
H -3.312 0.300 3.694 -0.17 -0.08 -0.18
H -3.605 -1.384 4.039 0.17 0.17 -0.54
```
Forces are in eV/Å.

Summary:
E_tot: -37008.8597 eV
ΔE to the lowest compared entry with this formula, charge and spin: 0.00 kJ/mol
Net charge: +2
2S+1: 1
F_max: 2.47 eV Å⁻¹
Frontier orbital gap: 8.0 eV


DFT (ωB97M-V with the def2-TZVPD basis set) results for C40H41AsN8O4ReS as an isolated structure at a distorted geometry.

The geometry in XYZ format:
```
96
Properties=species:S:1:pos:R:3:forces:R:3
Re -0.247 -0.839 0.089 -0.05 -1.10 1.59
C -1.872 5.695 -0.859 0.06 -0.07 0.12
C -1.762 4.456 -0.012 -0.08 0.02 -0.04
C -0.549 4.111 0.588 0.00 -0.02 0.03
C -0.454 3.002 1.411 -0.06 0.00 0.07
C -1.585 2.219 1.621 0.03 -0.10 -0.14
C -2.806 2.544 1.044 0.03 0.01 0.05
C -2.883 3.658 0.222 0.01 0.05 0.11
S -1.507 0.897 2.771 0.23 -0.21 -0.02
O -2.824 0.659 3.277 -0.03 -0.01 -0.07
O -0.423 1.156 3.671 0.05 0.06 0.05
N -1.067 -0.470 1.889 -0.26 0.17 -0.07
C -1.141 -1.645 2.789 0.22 0.29 -0.10
C -1.167 -2.897 1.955 -0.24 0.00 0.39
O -1.587 -3.944 2.347 0.18 -0.04 -0.30
O -0.637 -2.711 0.732 0.46 0.95 -0.38
H -0.921 5.939 -1.334 -0.03 0.00 0.00
H -2.148 6.544 -0.230 0.00 0.00 -0.05
H -2.640 5.591 -1.625 0.00 0.01 0.00
H 0.322 4.738 0.429 -0.03 0.00 0.02
H 0.465 2.751 1.931 -0.05 0.08 -0.03
H -3.678 1.941 1.272 0.03 0.07 -0.01
H -3.838 3.937 -0.212 0.04 0.00 0.00
H -2.009 -1.602 3.441 -0.11 0.00 -0.04
H -0.253 -1.701 3.431 -0.01 0.05 0.03
C 1.245 2.696 -2.080 -0.04 0.15 -0.09
C 0.112 3.161 -2.725 0.06 -0.11 0.03
C -1.088 2.502 -2.507 -0.08 0.12 -0.16
C -1.143 1.436 -1.631 0.05 -0.11 0.08
N -0.037 1.000 -0.976 0.10 0.25 -0.46
C 1.131 1.611 -1.241 0.10 -0.19 0.10
C -2.370 0.655 -1.388 0.13 -0.12 -0.05
C -3.629 1.040 -1.801 -0.13 0.08 -0.08
C -4.725 0.269 -1.448 0.02 -0.06 -0.04
C -4.526 -0.873 -0.688 -0.06 0.06 -0.08
C -3.239 -1.223 -0.341 0.09 -0.12 0.07
N -2.176 -0.484 -0.696 -0.23 0.04 -0.11
H 2.215 3.147 -2.239 -0.01 -0.03 0.00
H 0.168 3.997 -3.411 -0.04 -0.02 0.02
H -1.976 2.797 -3.049 0.03 0.04 0.07
H 2.015 1.185 -0.789 -0.05 0.00 0.01
H -3.765 1.951 -2.365 0.00 0.00 0.02
H -5.722 0.557 -1.757 0.04 0.02 0.02
H -5.352 -1.492 -0.369 0.03 -0.01 -0.01
H -3.043 -2.116 0.234 0.07 -0.01 -0.02
C -3.706 -4.171 -2.217 0.08 -0.20 -0.11
As -1.779 -3.831 -2.051 -0.19 0.17 -0.26
C -1.159 -5.682 -1.949 -0.11 -0.02 -0.07
C -1.442 -3.499 -3.962 -0.09 -0.21 0.02
H -3.868 -5.002 -2.906 -0.06 0.03 0.02
H -4.203 -3.288 -2.619 0.01 0.02 0.02
H -4.146 -4.426 -1.253 0.04 0.02 0.00
H -1.678 -6.290 -2.690 0.04 -0.04 0.00
H -1.363 -6.079 -0.955 0.01 0.01 0.01
H -0.087 -5.738 -2.138 0.01 0.03 0.01
H -1.996 -4.218 -4.567 0.06 0.04 -0.05
H -0.379 -3.591 -4.194 -0.01 0.02 0.05
H -1.766 -2.491 -4.226 0.00 -0.01 0.01
C 3.178 -2.113 2.627 0.10 -0.02 0.02
C 2.060 -2.055 1.821 0.04 0.00 -0.02
N 1.646 -0.910 1.251 -0.16 -0.01 -0.19
C 2.336 0.212 1.530 -0.17 -0.05 0.00
C 3.471 0.240 2.315 0.16 0.08 0.10
C 3.910 -0.964 2.861 -0.08 0.04 0.01
C 4.240 1.505 2.477 -0.06 0.04 0.09
C 4.203 2.354 3.505 -0.18 -0.15 0.07
C 3.368 2.246 4.726 0.08 0.04 0.08
C 3.495 3.187 5.739 0.03 0.05 -0.03
C 2.722 2.996 6.876 0.03 -0.02 -0.06
N 1.879 1.977 6.993 -0.17 -0.13 0.06
C 1.805 1.142 5.962 0.32 0.28 -0.15
N 2.517 1.226 4.841 -0.11 -0.32 -0.14
H 3.470 -3.060 3.063 -0.03 0.02 -0.01
H 1.471 -2.942 1.638 0.01 0.04 -0.03
H 1.943 1.140 1.139 -0.02 -0.03 0.06
H 4.795 -0.985 3.483 -0.02 0.00 -0.01
H 4.919 1.716 1.656 0.02 0.06 0.05
H 4.858 3.218 3.478 -0.01 -0.03 -0.06
H 4.174 4.024 5.651 -0.01 -0.03 0.04
H 2.783 3.670 7.723 0.01 0.02 -0.05
H 1.107 0.316 6.041 0.02 0.05 0.00
N 2.415 -3.220 -2.158 0.09 0.02 -0.19
C 1.498 -2.903 -1.246 -0.07 0.00 -0.01
N 0.858 -1.781 -1.543 0.10 0.09 0.05
C 1.376 -1.367 -2.786 -0.06 -0.10 0.02
C 1.012 -0.342 -3.659 -0.04 0.02 0.04
C 1.734 -0.203 -4.826 -0.03 0.06 0.00
C 2.788 -1.070 -5.153 -0.02 -0.01 -0.03
C 3.117 -2.127 -4.333 0.04 -0.13 -0.02
C 2.382 -2.261 -3.161 -0.04 0.07 0.09
H 3.026 -4.021 -2.125 -0.06 -0.06 0.03
H 1.282 -3.514 -0.385 0.02 0.03 -0.05
H 0.162 0.296 -3.463 0.04 0.01 0.00
H 1.474 0.591 -5.517 0.00 -0.07 0.02
H 3.325 -0.923 -6.081 0.00 -0.02 0.04
H 3.895 -2.833 -4.597 -0.03 0.05 0.00
```
Forces are in eV/Å.

Summary:
E_tot: -136048.4339 eV
ΔE to the lowest compared entry with this formula, charge and spin: 143.94 kJ/mol
Net charge: +2
2S+1: 4
F_max: 1.94 eV Å⁻¹
Frontier orbital gap (alpha / beta): 6.4 / 5.4 eV


DFT (ωB97M-V with the def2-TZVPD basis set) results for a single C6H11N molecule at a distorted geometry.

The geometry in XYZ format:
```
18
Properties=species:S:1:pos:R:3:forces:R:3
C -2.314 0.345 -0.804 0.03 0.14 0.00
C -1.377 -0.557 0.016 -0.05 -0.20 0.06
C 0.114 -0.609 -0.385 -0.02 -0.05 -0.11
C 1.055 -0.049 0.695 -0.03 0.00 -0.01
C 2.522 -0.071 0.243 -0.01 0.06 -0.04
C 0.531 1.298 0.993 -0.22 0.87 0.28
N 0.003 2.315 1.163 0.64 -0.92 -0.12
H -2.449 1.313 -0.315 0.01 -0.07 -0.04
H -1.924 0.563 -1.803 -0.05 -0.21 0.04
H -3.302 -0.125 -0.908 0.29 0.21 -0.01
H -1.446 -0.242 1.065 -0.02 -0.19 -0.11
H -1.761 -1.575 -0.028 -0.03 -0.07 0.07
H 0.430 -1.640 -0.581 -0.09 0.13 -0.02
H 0.295 -0.042 -1.305 -0.08 -0.06 0.06
H 0.960 -0.656 1.606 -0.09 0.20 -0.13
H 2.811 -1.102 -0.002 -0.12 0.24 0.10
H 2.645 0.533 -0.661 0.03 -0.03 0.11
H 3.208 0.302 1.011 -0.20 -0.03 -0.12
```
Forces are in eV/Å.

Summary:
E_tot: -7890.2090 eV
ΔE to the lowest compared entry with this formula, charge and spin: 31.10 kJ/mol
Net charge: 0
2S+1: 1
F_max: 1.13 eV Å⁻¹
Frontier orbital gap: 12.2 eV